Version 1
{
  "formula": "C6H10O",
  "method": "the ωB97M-V functional and the def2-TZVPD basis",
  "species": ["C", "C", "C", "C", "C", "C", "O", "H", "H", "H", "H", "H", "H", "H", "H", "H", "H"],
  "coordinates": [[-0.051, -1.986, -0.502], [0.706, -1.010, 0.153], [1.592, -1.362, 1.341], [0.531, 0.407, -0.228], [-0.296, 1.000, -1.147], [-1.122, 2.152, -0.638], [-2.342, 1.426, -0.290], [-0.031, -3.061, -0.243], [-1.048, -1.754, -1.017], [2.551, -1.565, 0.978], [1.669, -0.439, 2.017], [1.099, -2.176, 2.058], [1.104, 1.130, 0.357], [-0.217, 0.734, -2.246], [-0.504, 2.587, 0.242], [-1.280, 2.822, -1.452], [-2.363, 1.096, 0.617]],
  "charge": 0,
  "homo_lumo_gap_ev": 8.00,
  "smiles": "C=C(C)/C=C/CO",
  "spin_multiplicity": 1,
  "homo_energy_ev": -7.9
}


Version 2
{
  "formula": "C6H10O",
  "method": "the ωB97M-V functional and the def2-TZVPD basis",
  "species": ["C", "C", "C", "O", "C", "C", "C", "H", "H", "H", "H", "H", "H", "H", "H", "H", "H"],
  "coordinates": [[-1.540, 1.667, -0.592], [-1.185, 0.183, -0.589], [-0.384, -0.289, 0.617], [-0.174, -1.729, 0.522], [1.229, -1.541, 0.676], [1.853, -0.686, -0.368], [1.118, -0.055, 0.783], [-0.642, 2.292, -0.641], [-2.098, 1.947, 0.308], [-2.166, 1.915, -1.457], [-0.664, -0.082, -1.517], [-2.103, -0.421, -0.583], [-0.917, -0.014, 1.537], [1.788, -2.205, 1.327], [2.932, -0.561, -0.375], [1.381, -0.710, -1.345], [1.572, 0.289, 1.696]],
  "charge": 0,
  "homo_lumo_gap_ev": 10.18,
  "spin_multiplicity": 1,
  "homo_energy_ev": -9.0
}


Version 3
{
  "formula": "C6H10O",
  "method": "the ωB97M-V functional and the def2-TZVPD basis",
  "species": ["C", "C", "C", "C", "C", "C", "O", "H", "H", "H", "H", "H", "H", "H", "H", "H", "H"],
  "coordinates": [[0.947, 1.938, 0.748], [-0.099, 1.393, 0.132], [-0.399, -0.052, -0.112], [-1.881, -0.380, -0.050], [0.427, -0.754, -1.180], [0.537, -1.166, 0.256], [1.701, -0.917, 0.984], [1.731, 1.338, 1.193], [1.036, 3.019, 0.811], [-0.854, 2.060, -0.291], [-2.259, -0.285, 0.974], [-2.081, -1.400, -0.394], [-2.459, 0.301, -0.686], [1.254, -0.173, -1.579], [-0.059, -1.422, -1.888], [0.042, -2.101, 0.530], [2.418, -1.401, 0.554]],
  "charge": 0,
  "homo_lumo_gap_ev": 9.95,
  "smiles": "C=C[C@@]1(C)C[C@H]1O",
  "spin_multiplicity": 1,
  "homo_energy_ev": -9.0
}


Version 4
{
  "formula": "C6H10O",
  "method": "the ωB97M-V functional and the def2-TZVPD basis",
  "species": ["C", "C", "C", "C", "O", "C", "C", "H", "H", "H", "H", "H", "H", "H", "H", "H", "H"],
  "coordinates": [[1.195, -1.290, 0.492], [-0.202, -0.489, 0.522], [0.194, 0.929, 0.725], [0.544, 1.493, -0.701], [0.019, 0.656, -1.643], [-0.881, -0.127, -0.777], [-1.544, -1.168, -0.118], [1.623, -1.612, 1.655], [2.031, -0.493, -0.003], [1.164, -2.317, -0.229], [-0.902, 1.457, 0.971], [0.742, 0.907, 1.619], [1.628, 1.946, -0.730], [-0.244, 2.487, -0.684], [-1.396, 0.842, -0.695], [-2.514, -0.917, 0.105], [-1.458, -2.305, -0.506]],
  "charge": 0,
  "homo_lumo_gap_ev": 9.61,
  "smiles": "C[C@@]12CCO[C@H]1C2",
  "spin_multiplicity": 1,
  "homo_energy_ev": -8.7
}


Relative energy table, unit kJ/mol: version 1 206.6; version 2 67.6; version 3 0.0; version 4 658.3


Version 1
{
  "formula": "C6H10O",
  "method": "the ωB97M-V functional and the def2-TZVPD basis",
  "species": ["C", "C", "C", "C", "C", "O", "C", "H", "H", "H", "H", "H", "H", "H", "H", "H", "H"],
  "coordinates": [[0.407, 2.288, -0.753], [0.178, 1.320, -0.074], [0.133, -0.078, 0.394], [1.300, -0.676, -0.459], [0.400, -0.299, 1.890], [-1.126, -0.709, 0.202], [-1.867, -0.382, -0.951], [0.692, 3.078, -1.406], [1.166, -1.751, -0.522], [2.250, -0.441, 0.035], [1.393, -0.267, -1.475], [1.356, 0.139, 2.183], [0.423, -1.377, 2.091], [-0.393, 0.125, 2.516], [-1.291, -0.557, -1.869], [-2.749, -1.031, -0.945], [-2.201, 0.664, -0.937]],
  "charge": 0,
  "homo_lumo_gap_ev": 10.70,
  "smiles": "C#CC(C)(C)OC",
  "spin_multiplicity": 1,
  "homo_energy_ev": -9.7
}


Version 2
{
  "formula": "C6H10O",
  "method": "the ωB97M-V functional and the def2-TZVPD basis",
  "species": ["C", "C", "C", "C", "C", "C", "H", "H", "H", "H", "H", "H", "H", "H", "O", "H", "H"],
  "coordinates": [[-1.478, 0.872, -1.324], [-1.140, -0.423, -1.064], [-0.573, -0.881, 0.213], [-0.146, -2.179, 0.373], [-0.635, 0.085, 1.404], [0.216, 1.159, 1.445], [-1.740, 1.221, -2.341], [-0.895, 1.814, -0.808], [-0.749, -1.020, -1.945], [0.379, -2.484, 1.315], [-0.248, -2.832, -0.468], [-1.293, -0.062, 2.243], [0.797, 1.588, 0.478], [0.134, 1.791, 2.349], [2.302, 0.757, -0.814], [2.423, -0.108, -1.171], [2.644, 0.703, 0.113]],
  "charge": 0,
  "homo_lumo_gap_ev": 9.02,
  "smiles": "C=CC(=C)C=C.O",
  "spin_multiplicity": 1,
  "homo_energy_ev": -8.6
}


Version 3
{
  "formula": "C6H10O",
  "method": "the ωB97M-V functional and the def2-TZVPD basis",
  "species": ["C", "C", "C", "C", "C", "C", "O", "H", "H", "H", "H", "H", "H", "H", "H", "H", "H"],
  "coordinates": [[0.978, 0.591, 1.561], [1.069, -0.108, 0.409], [2.350, -0.023, -0.441], [-0.029, -0.772, -0.248], [-1.281, -0.606, 0.320], [-2.457, -0.127, -0.446], [-2.176, 1.113, -1.078], [1.766, 1.300, 1.958], [0.052, 0.437, 2.132], [2.719, -0.935, -0.960], [3.132, 0.448, 0.197], [2.522, 0.624, -1.372], [0.179, -1.145, -1.226], [-1.553, -1.113, 1.232], [-3.412, 0.061, 0.270], [-2.660, -1.007, -1.162], [-1.200, 1.263, -1.146]],
  "charge": 0,
  "homo_lumo_gap_ev": 7.53,
  "smiles": "C=C(C)/C=C/CO",
  "spin_multiplicity": 1,
  "homo_energy_ev": -7.8
}


Relative energy table, unit kJ/mol: version 1 0.0; version 2 119.6; version 3 152.5


Version 1
{
  "formula": "C6H10O",
  "method": "the ωB97M-V functional and the def2-TZVPD basis",
  "species": ["C", "C", "O", "C", "C", "C", "C", "H", "H", "H", "H", "H", "H", "H", "H", "H", "H"],
  "coordinates": [[-2.145, -0.451, 0.243], [-0.827, -0.101, -0.466], [-0.530, 1.201, 0.020], [0.790, 1.503, -0.359], [1.547, 0.205, -0.196], [1.205, -0.668, 0.979], [0.528, -0.899, -0.328], [-2.847, 0.397, 0.195], [-1.962, -0.626, 1.308], [-2.658, -1.315, -0.185], [-0.897, -0.133, -1.555], [0.801, 1.813, -1.417], [1.149, 2.324, 0.265], [2.544, 0.144, -0.626], [0.541, -0.276, 1.743], [1.968, -1.354, 1.330], [0.793, -1.763, -0.950]],
  "charge": 0,
  "homo_lumo_gap_ev": 10.87,
  "smiles": "C[C@H]1OC[C@H]2C[C@H]21",
  "spin_multiplicity": 1,
  "homo_energy_ev": -9.7
}


Version 2
{
  "formula": "C6H10O",
  "method": "the ωB97M-V functional and the def2-TZVPD basis",
  "species": ["C", "C", "C", "C", "C", "C", "O", "H", "H", "H", "H", "H", "H", "H", "H", "H", "H"],
  "coordinates": [[-0.300, -1.938, -0.556], [-0.193, -0.493, -0.154], [-0.512, -0.065, 1.274], [-0.840, 1.358, 0.141], [0.571, 1.725, -0.219], [1.080, 0.294, -0.543], [-1.247, 0.340, -0.734], [-0.140, -2.056, -1.632], [-1.291, -2.331, -0.305], [0.454, -2.531, -0.024], [0.272, -0.067, 2.048], [-1.450, -0.514, 1.658], [-1.341, 1.504, 1.090], [1.100, 2.224, 0.599], [0.574, 2.392, -1.086], [1.307, 0.155, -1.603], [1.956, 0.003, 0.047]],
  "charge": 0,
  "homo_lumo_gap_ev": 9.48,
  "spin_multiplicity": 1,
  "homo_energy_ev": -8.5
}


Version 3
{
  "formula": "C6H10O",
  "method": "the ωB97M-V functional and the def2-TZVPD basis",
  "species": ["C", "C", "C", "O", "C", "C", "C", "H", "H", "H", "H", "H", "H", "H", "H", "H", "H"],
  "coordinates": [[-0.561, -0.790, 2.116], [0.155, -1.143, 0.810], [0.850, 0.064, 0.208], [1.581, -0.221, -1.024], [0.969, 0.848, -1.720], [-0.514, 0.672, -1.726], [-0.125, 1.077, -0.342], [-1.335, -0.031, 1.946], [0.140, -0.390, 2.861], [-1.044, -1.672, 2.551], [-0.556, -1.558, 0.085], [0.914, -1.918, 0.987], [1.568, 0.483, 0.929], [1.541, 1.304, -2.527], [-1.086, 1.399, -2.303], [-0.869, -0.351, -1.826], [0.610, 2.103, -0.624]],
  "charge": 0,
  "homo_lumo_gap_ev": 9.25,
  "smiles": "CC[C@H]1O[C@H]2C[C@H]21",
  "spin_multiplicity": 1,
  "homo_energy_ev": -8.1
}


Relative energy table, unit kJ/mol: version 1 0.0; version 2 207.1; version 3 309.4


Version 1
{
  "formula": "C3H11N2",
  "method": "the ωB97M-V functional and the def2-TZVPD basis",
  "species": ["C", "N", "H", "H", "H", "H", "H", "H", "C", "C", "N", "H", "H", "H", "H", "H"],
  "coordinates": [[1.897, -0.749, -1.506], [1.453, -0.681, -0.082], [1.058, -1.094, -2.105], [2.145, 0.247, -1.857], [2.695, -1.473, -1.640], [1.551, -1.622, 0.294], [0.045, 0.014, 0.357], [2.114, -0.085, 0.408], [-2.155, -0.238, 0.754], [-0.865, 1.771, 0.772], [-0.909, 0.542, 0.442], [-2.706, -0.433, -0.163], [-2.772, 0.369, 1.402], [-1.827, -1.146, 1.249], [0.088, 2.286, 0.789], [-1.812, 2.291, 0.886]],
  "charge": 1,
  "homo_lumo_gap_ev": 10.08,
  "spin_multiplicity": 1,
  "homo_energy_ev": -14.6
}


Version 2
{
  "formula": "C3H11N2",
  "method": "the ωB97M-V functional and the def2-TZVPD basis",
  "species": ["C", "N", "C", "C", "N", "H", "H", "H", "H", "H", "H", "H", "H", "H", "H", "H"],
  "coordinates": [[0.161, -1.340, -0.698], [-0.004, 0.118, -0.488], [-1.351, 0.598, -0.894], [0.205, 0.581, 1.119], [1.477, 0.512, 1.607], [-0.736, -1.743, -1.148], [1.010, -1.601, -1.308], [0.179, -1.839, 0.267], [0.704, 0.649, -0.989], [-2.078, -0.108, -0.528], [-1.432, 0.525, -1.987], [-1.467, 1.648, -0.660], [-0.231, 1.564, 1.015], [-0.453, -0.140, 1.578], [1.779, -0.359, 2.019], [2.238, 0.936, 1.098]],
  "charge": 1,
  "homo_lumo_gap_ev": 11.68,
  "smiles": "C[NH+](C)CN",
  "spin_multiplicity": 1,
  "homo_energy_ev": -14.8
}


Relative energy table, unit kJ/mol: version 1 24.8; version 2 0.0


Version 1
{
  "formula": "C3H11N2",
  "method": "the ωB97M-V functional and the def2-TZVPD basis",
  "species": ["C", "N", "H", "H", "H", "H", "H", "H", "C", "C", "N", "H", "H", "H", "H", "H"],
  "coordinates": [[2.380, 0.385, -0.651], [1.071, 1.026, -0.297], [2.498, -0.304, 0.213], [3.241, 1.026, -0.661], [2.311, -0.158, -1.647], [1.264, 1.684, 0.481], [0.744, 1.662, -1.011], [0.276, 0.337, -0.119], [-1.693, -0.726, 1.694], [-1.851, -0.194, 0.479], [-1.276, -0.783, -0.707], [-0.879, -1.436, 1.753], [-2.449, -0.585, 2.460], [-2.748, 0.407, 0.214], [-0.981, -1.743, -0.723], [-1.908, -0.596, -1.479]],
  "charge": 1,
  "homo_lumo_gap_ev": 9.34,
  "spin_multiplicity": 1,
  "homo_energy_ev": -12.7
}


Version 2
{
  "formula": "C3H11N2",
  "method": "the ωB97M-V functional and the def2-TZVPD basis",
  "species": ["N", "H", "H", "H", "C", "C", "C", "N", "H", "H", "H", "H", "H", "H", "H", "H"],
  "coordinates": [[-1.657, 2.043, 1.207], [-2.636, 1.952, 0.951], [-1.263, 2.758, 0.598], [-1.658, 2.458, 2.120], [1.962, -1.629, -0.207], [1.222, -0.304, -0.159], [-1.082, -0.007, -0.950], [-0.237, -0.552, -0.171], [1.564, -2.298, 0.555], [1.816, -2.091, -1.182], [3.022, -1.487, -0.018], [1.398, 0.277, 0.749], [1.402, 0.344, -1.015], [-2.119, -0.295, -0.877], [-0.721, 0.717, -1.670], [-0.659, -1.148, 0.539]],
  "charge": 1,
  "homo_lumo_gap_ev": 9.59,
  "spin_multiplicity": 1,
  "homo_energy_ev": -14.3
}


Relative energy table, unit kJ/mol: version 1 64.6; version 2 0.0